DFT (the ωB97M-V functional and the def2-TZVPD basis) results for a molecular structure, C33H86N7NaO13.

XYZ file:
```
140
Properties=species:S:1:pos:R:3
Na 2.451 -0.380 -2.897
C 0.738 -0.363 0.037
O 1.511 -1.227 -0.720
H 1.086 0.667 -0.042
H -0.284 -0.351 -0.342
H 0.659 -0.470 1.119
C -3.665 -6.357 -0.715
O -2.689 -5.783 0.195
C -1.448 -6.655 0.161
C -0.450 -6.276 1.247
N -1.075 -6.534 2.522
C -0.268 -6.062 3.671
C 0.000 -4.533 3.747
O -1.179 -3.803 3.925
C -0.969 -2.414 3.627
H -3.149 -6.577 -1.650
H -4.425 -5.599 -0.906
H -4.134 -7.252 -0.306
H -1.028 -6.532 -0.838
H -1.587 -7.736 0.141
H -0.198 -5.239 1.024
H 0.438 -6.892 1.103
H -1.960 -6.050 2.482
H 0.723 -6.517 3.672
H -0.764 -6.309 4.611
H 0.467 -4.295 2.792
H 0.757 -4.296 4.495
H -1.769 -1.784 4.017
H -0.828 -2.302 2.552
H -0.101 -2.020 4.155
C 4.857 -0.125 0.719
O 5.590 0.943 0.202
C 5.842 1.004 -1.216
C 4.963 2.023 -2.010
N 3.514 1.785 -1.828
C 2.623 2.860 -2.386
C 2.919 3.033 -3.905
O 2.953 1.746 -4.573
C 2.378 1.730 -5.850
H 4.003 -0.259 0.055
H 4.549 0.110 1.738
H 5.424 -1.036 0.911
H 5.599 0.008 -1.585
H 6.905 1.190 -1.367
H 5.096 1.949 -3.090
H 5.283 3.016 -1.696
H 3.333 1.699 -0.838
H 2.793 3.795 -1.852
H 1.573 2.644 -2.187
H 3.800 3.651 -4.077
H 2.108 3.660 -4.274
H 1.309 1.917 -5.756
H 2.417 0.714 -6.242
H 2.796 2.422 -6.581
C -4.980 6.689 -1.352
O -4.733 6.206 -0.010
C -3.608 6.708 0.662
C -2.299 5.895 0.318
N -2.375 4.507 0.721
C -3.126 3.578 -0.089
C -2.823 2.130 0.387
O -3.393 1.828 1.694
C -3.412 0.461 2.080
H -5.143 7.764 -1.426
H -5.934 6.287 -1.691
H -4.120 6.481 -1.989
H -3.807 6.409 1.691
H -3.467 7.788 0.611
H -1.507 6.347 0.914
H -2.060 5.881 -0.746
H -2.690 4.404 1.675
H -2.697 3.764 -1.074
H -4.196 3.769 -0.171
H -1.747 1.957 0.423
H -3.209 1.439 -0.363
H -2.392 0.077 2.066
H -4.074 -0.124 1.441
H -3.757 0.247 3.092
C 0.236 1.884 3.035
O 1.238 1.784 4.093
C 1.998 0.638 4.132
C 3.325 0.825 4.881
N 3.028 1.280 6.273
C 4.219 2.012 6.766
C 4.179 2.356 8.197
O 4.759 1.418 9.022
C 4.559 1.700 10.452
H -0.341 2.802 3.148
H -0.472 1.074 2.862
H 0.809 1.973 2.112
H 2.251 0.429 3.092
H 1.567 -0.245 4.604
H 3.791 1.568 4.234
H 3.898 -0.101 4.831
H 2.220 1.887 6.289
H 4.266 2.975 6.258
H 5.140 1.460 6.577
H 3.141 2.568 8.453
H 4.693 3.311 8.307
H 3.512 1.843 10.721
H 5.021 2.647 10.731
H 4.928 0.905 11.099
C -1.642 1.776 -3.216
O -3.029 1.758 -3.226
C -3.639 0.466 -3.347
C -4.421 0.251 -4.602
N -3.602 -0.320 -5.720
C -4.383 -0.557 -6.936
C -3.686 -1.486 -7.935
O -2.450 -0.844 -8.284
C -1.689 -1.561 -9.294
H -1.184 1.034 -2.563
H -1.336 2.702 -2.728
H -1.291 1.815 -4.247
H -4.251 0.510 -2.446
H -2.959 -0.367 -3.164
H -4.762 1.246 -4.885
H -5.307 -0.336 -4.359
H -2.991 0.404 -6.070
H -4.575 0.422 -7.374
H -5.339 -1.028 -6.707
H -4.292 -1.563 -8.838
H -3.593 -2.503 -7.554
H -0.778 -0.979 -9.432
H -2.229 -1.491 -10.238
H -1.442 -2.598 -9.071
C 3.011 -4.122 1.157
O 3.310 -5.081 1.842
N 2.533 -4.263 -0.017
N 3.067 -2.826 1.517
H 2.097 -3.429 -0.381
H 2.196 -5.172 -0.302
H 3.247 -2.494 2.454
H 2.795 -2.177 0.792
C -1.570 -3.025 -1.410
O -0.519 -2.644 -2.284
H -2.224 -3.800 -1.808
H -1.052 -3.449 -0.549
H -2.094 -2.089 -1.216
H 0.169 -2.203 -1.781
```

Output
frontier orbital gap: 7.6 eV
LUMO level: -0.57 eV
M: 812.077 g/mol



DFT (the ωB97M-V functional and the def2-TZVPD basis) results for 11 unconnected molecules or ions with the total composition C33H88O11.

XYZ file:
```
132
Properties=species:S:1:pos:R:3
C -4.876 3.980 1.433
C -4.106 3.853 0.129
C -3.171 2.666 0.101
O -4.975 3.746 -1.001
H -5.401 3.063 1.721
H -5.626 4.776 1.397
H -4.215 4.225 2.269
H -3.510 4.775 0.019
H -2.608 2.573 1.030
H -2.468 2.706 -0.732
H -3.736 1.739 -0.036
H -5.714 4.345 -0.857
C 0.185 6.350 -2.546
C -0.324 5.421 -1.446
C 0.143 3.992 -1.627
O 0.157 5.844 -0.161
H -0.410 7.263 -2.601
H 0.208 5.858 -3.519
H 1.216 6.640 -2.328
H -1.421 5.439 -1.446
H -0.372 3.501 -2.454
H -0.123 3.436 -0.724
H 1.223 3.939 -1.770
H -0.287 6.660 0.087
C -4.183 -3.317 -0.589
C -4.596 -4.766 -0.674
C -5.877 -5.053 0.087
O -4.730 -5.083 -2.071
H -4.006 -3.014 0.446
H -4.972 -2.704 -1.026
H -3.230 -3.151 -1.096
H -3.790 -5.386 -0.258
H -6.246 -6.060 -0.109
H -6.656 -4.350 -0.227
H -5.727 -4.882 1.153
H -5.010 -5.999 -2.153
C 0.674 -0.187 -1.248
C -0.298 -0.256 -0.091
C -1.570 -0.968 -0.496
O 0.266 -1.001 0.994
H 0.282 0.458 -2.044
H 0.803 -1.171 -1.704
H 1.621 0.255 -0.939
H -0.530 0.758 0.260
H -1.335 -1.953 -0.905
H -1.987 -0.377 -1.319
H -2.299 -1.096 0.302
H 1.171 -0.694 1.195
C -0.711 -4.199 4.570
C -0.634 -2.899 3.813
C 0.404 -1.965 4.403
O -0.300 -3.218 2.457
H -1.529 -4.824 4.214
H -0.947 -3.996 5.622
H 0.247 -4.714 4.544
H -1.604 -2.382 3.815
H 0.435 -1.019 3.857
H 1.399 -2.411 4.345
H 0.153 -1.740 5.442
H -0.039 -2.413 1.978
C 3.369 -2.502 1.018
C 3.934 -1.099 1.065
C 4.633 -0.735 -0.223
O 2.859 -0.211 1.367
H 2.896 -2.732 1.975
H 4.158 -3.239 0.876
H 2.622 -2.587 0.228
H 4.673 -1.059 1.878
H 5.159 0.222 -0.186
H 3.933 -0.705 -1.064
H 5.364 -1.510 -0.471
H 3.184 0.636 1.726
C 0.061 2.400 2.538
C 0.515 2.891 3.898
C 0.847 1.752 4.837
O 1.730 3.671 3.767
H 0.894 2.005 1.959
H -0.374 3.226 1.962
H -0.725 1.651 2.661
H -0.260 3.521 4.346
H 1.269 2.137 5.764
H 1.577 1.084 4.378
H -0.070 1.210 5.071
H 1.552 4.447 3.226
C 3.444 1.874 -3.221
C 4.682 2.657 -3.610
C 4.398 3.634 -4.725
O 5.178 3.399 -2.476
H 3.082 1.307 -4.085
H 2.666 2.554 -2.876
H 3.671 1.134 -2.454
H 5.469 1.961 -3.925
H 4.131 3.092 -5.636
H 5.242 4.285 -4.938
H 3.537 4.255 -4.459
H 5.890 2.892 -2.078
C -0.944 -6.827 1.360
C 0.005 -6.124 0.388
C -0.756 -5.163 -0.493
O 0.977 -5.392 1.146
H -1.597 -7.535 0.837
H -1.572 -6.102 1.878
H -0.342 -7.400 2.065
H 0.551 -6.887 -0.163
H -1.006 -4.243 0.044
H -1.713 -5.575 -0.830
H -0.196 -4.873 -1.385
H 0.492 -4.646 1.534
C 3.438 3.313 0.479
C 4.417 2.845 1.556
C 5.144 3.994 2.212
O 3.723 2.081 2.564
H 2.448 3.500 0.913
H 3.295 2.564 -0.300
H 3.708 4.276 0.044
H 5.140 2.174 1.088
H 5.864 3.631 2.951
H 4.462 4.661 2.746
H 5.715 4.592 1.498
H 3.174 2.726 3.045
C -3.286 -1.551 -5.617
C -3.039 -2.736 -4.702
C -1.885 -2.511 -3.756
O -4.245 -2.996 -3.991
H -2.333 -1.088 -5.883
H -3.890 -0.798 -5.107
H -3.798 -1.845 -6.530
H -2.813 -3.611 -5.332
H -2.078 -1.658 -3.099
H -0.967 -2.285 -4.310
H -1.672 -3.389 -3.142
H -4.050 -3.654 -3.312
```

Output
frontier orbital gap: 9.6 eV
LUMO level: 0.32 eV
M: 661.056 g/mol



DFT (the ωB97M-V functional and the def2-TZVPD basis) results for a molecular structure, C33H89Li2N7O16.

XYZ file:
```
147
Properties=species:S:1:pos:R:3
Li -2.879 0.637 -2.306
Li -3.869 -1.408 0.450
O -2.893 0.174 -0.311
C -1.543 0.487 -0.103
C -0.924 1.642 -0.886
O -1.218 1.784 -2.235
H -0.953 -0.451 -0.249
H -1.343 0.684 0.974
H 0.174 1.522 -0.755
H -1.151 2.575 -0.328
C 2.371 2.244 -3.684
O 3.553 2.284 -3.987
N 1.721 3.280 -3.057
N 1.578 1.138 -3.788
H 2.252 4.094 -2.815
H 0.732 3.223 -2.863
H 0.719 1.152 -3.254
H 2.048 0.307 -4.099
C 1.682 -2.062 0.616
O 2.890 -1.604 0.084
C 2.681 -0.509 -0.824
C 3.919 -0.370 -1.633
N 4.227 -1.495 -2.485
C 5.494 -1.263 -3.177
C 5.876 -2.447 -4.026
O 6.058 -3.567 -3.195
C 6.699 -4.623 -3.856
H 1.068 -1.271 1.077
H 1.957 -2.825 1.344
H 1.032 -2.515 -0.148
H 2.505 0.344 -0.158
H 1.807 -0.681 -1.464
H 4.785 -0.131 -0.983
H 3.892 0.524 -2.266
H 4.399 -2.328 -1.930
H 6.306 -1.110 -2.441
H 5.446 -0.344 -3.765
H 6.794 -2.214 -4.587
H 5.097 -2.634 -4.781
H 6.633 -5.515 -3.233
H 7.749 -4.389 -4.064
H 6.192 -4.877 -4.798
C -5.795 1.750 -2.646
O -4.630 1.071 -3.106
C -4.776 0.466 -4.363
C -3.408 -0.037 -4.827
N -2.746 -0.808 -3.750
C -1.315 -0.913 -4.138
C -0.550 -1.915 -3.303
O -1.147 -3.189 -3.403
C -0.340 -4.179 -2.820
H -5.553 2.140 -1.662
H -6.644 1.056 -2.583
H -6.067 2.550 -3.336
H -5.199 1.151 -5.106
H -5.466 -0.392 -4.298
H -2.841 0.845 -5.125
H -3.565 -0.679 -5.702
H -3.012 -1.787 -3.823
H -0.833 0.055 -4.019
H -1.190 -1.207 -5.190
H -0.465 -1.588 -2.254
H 0.478 -1.942 -3.697
H -0.315 -4.096 -1.722
H 0.688 -4.147 -3.193
H -0.758 -5.168 -3.020
C -5.772 -2.188 -2.193
O -4.631 -2.293 -1.372
C -4.150 -3.594 -1.152
C -2.835 -3.491 -0.427
N -3.004 -3.204 1.031
C -1.731 -2.937 1.719
C -0.923 -4.165 2.048
O -0.307 -4.612 0.851
C 0.749 -5.530 1.020
H -5.947 -1.128 -2.345
H -6.647 -2.670 -1.746
H -5.578 -2.652 -3.169
H -3.977 -4.115 -2.105
H -4.845 -4.253 -0.604
H -2.238 -2.674 -0.846
H -2.223 -4.387 -0.543
H -3.409 -4.036 1.447
H -1.949 -2.375 2.636
H -1.157 -2.220 1.125
H -1.565 -4.967 2.446
H -0.126 -3.952 2.772
H 1.458 -5.172 1.776
H 1.256 -5.629 0.064
H 0.364 -6.507 1.337
C -4.054 -2.924 4.615
O -4.214 -1.635 4.086
C -4.355 -0.646 5.094
C -4.754 0.640 4.393
N -3.762 1.163 3.478
C -2.781 2.119 4.000
C -1.745 1.545 4.949
O -1.009 0.511 4.333
C 0.074 0.977 3.552
H -3.267 -2.926 5.386
H -3.731 -3.591 3.818
H -4.967 -3.296 5.093
H -3.436 -0.587 5.684
H -5.160 -0.953 5.782
H -5.047 1.392 5.131
H -5.680 0.403 3.859
H -3.238 0.376 3.102
H -3.284 2.984 4.439
H -2.271 2.511 3.112
H -2.266 1.108 5.803
H -1.074 2.313 5.349
H -0.243 1.617 2.722
H 0.566 0.094 3.144
H 0.822 1.512 4.151
C 5.754 6.730 5.866
O 5.294 5.431 5.576
C 6.317 4.558 5.158
C 6.414 4.436 3.650
N 5.459 3.478 3.133
C 5.289 3.452 1.708
C 3.930 2.991 1.266
O 2.959 3.966 1.556
C 1.645 3.509 1.306
H 6.346 6.755 6.790
H 4.886 7.374 5.974
H 6.394 7.112 5.060
H 7.288 4.850 5.575
H 6.093 3.560 5.553
H 6.300 5.430 3.187
H 7.420 4.087 3.385
H 4.615 3.417 3.682
H 5.557 4.376 1.175
H 6.000 2.728 1.270
H 3.964 2.790 0.183
H 3.696 2.023 1.741
H 1.416 3.621 0.243
H 0.948 4.077 1.922
H 1.527 2.467 1.633
O -1.317 2.577 -4.914
H -1.303 2.285 -3.985
H -0.700 3.312 -4.949
O -3.541 3.792 -1.264
H -3.463 3.393 -0.387
H -2.803 3.430 -1.774
O -4.414 2.140 0.852
H -3.944 1.466 0.313
H -4.077 1.926 1.738
```

Output
frontier orbital gap: 7.5 eV
LUMO level: -0.22 eV
M: 853.990 g/mol



| no. | DFT total energy (Eh) |
| --- | --- |
| 1 | -2832.326674 |
| 2 | -2137.770477 |
| 3 | -2912.901697 |